A structure of composition C4H7AsCdCl3GeO3S4, computed with ωB97M-V/def2-TZVPD.

Frontier orbital gap (alpha / beta) (eV): 7.6 / 5.6
Multiplicity: 2
Molar mass (g mol⁻¹): 597.7
Energy above the lowest of the compared OMol25 structures with the same formula, charge and spin (kcal/mol): 0.0
Charge: -2

Structure (XYZ):
```
24
Properties=species:S:1:pos:R:3:lowdin_spin:R:1
Cd -1.203 -0.692 0.742 0.00
As -2.071 -1.945 3.477 -0.03
Ge -1.628 -2.172 -2.194 0.00
Cl -2.653 -0.068 -1.271 0.00
Cl -3.601 -3.100 -2.965 0.00
Cl -1.074 -1.128 -4.137 0.00
S -2.837 -2.471 1.521 0.01
S -0.272 -0.764 3.123 0.01
S -3.470 -0.805 4.626 0.55
S -1.754 -3.642 4.716 0.45
O 0.515 -1.139 -0.560 0.00
O -0.149 1.428 -0.165 0.00
O 2.582 -0.628 -1.258 0.00
C 1.230 1.170 -0.469 0.00
C 1.657 2.030 -1.651 0.00
C 2.016 1.510 0.789 0.00
C 1.480 -0.335 -0.804 0.00
H 2.703 1.837 -1.882 0.00
H 3.058 1.225 0.649 0.00
H 1.516 3.087 -1.414 0.00
H -0.660 1.286 -0.978 0.00
H 1.944 2.579 1.001 0.00
H 1.063 1.782 -2.534 0.00
H 1.608 0.956 1.636 0.00
```

=====

An isolated molecule of C4H7BCl2FNO3S, computed with ωB97M-V/def2-TZVPD.

Structure (SMILES): CB(O)N(/C(Cl)=C(/C)Cl)S(=O)(=O)F
Frontier orbital gap (eV): 9.7
Multiplicity: 1
Molar mass (g mol⁻¹): 249.9
Energy above the lowest of the compared OMol25 structures with the same formula, charge and spin (kcal/mol): 0.0

Structure (XYZ):
```
20
Properties=species:S:1:pos:R:3:mulliken_charge:R:1
Cl -2.079 1.912 -1.205 -0.16
Cl -0.733 -1.697 0.598 -0.17
S 0.895 1.827 0.602 1.13
F -0.059 1.621 1.819 -0.22
O 0.530 3.048 -0.009 -0.53
O 1.883 -0.715 -1.911 -0.54
O 2.224 1.631 1.060 -0.58
N 0.469 0.526 -0.347 0.09
C 2.501 -1.133 0.528 -0.86
C -3.281 -0.263 -0.115 -1.26
C -0.777 -0.100 -0.092 -0.40
C -1.968 0.403 -0.393 0.82
B 1.641 -0.452 -0.582 0.36
H -3.538 -0.937 -0.933 0.29
H -3.275 -0.790 0.835 0.40
H 3.389 -0.524 0.699 0.30
H 2.805 -2.134 0.226 0.31
H 1.445 -1.530 -2.191 0.31
H -4.054 0.501 -0.071 0.37
H 1.984 -1.192 1.484 0.33
```

=====

An isolated molecule of C4H7BN2, computed with ωB97M-V/def2-TZVPD.

Structure (SMILES): C=C/C=C\N=B\N
Frontier orbital gap (eV): 8.3
Multiplicity: 1
Molar mass (g mol⁻¹): 93.9
Energy above the lowest of the compared OMol25 structures with the same formula, charge and spin (kcal/mol): 49.8

Structure (XYZ):
```
14
Properties=species:S:1:pos:R:3:mulliken_charge:R:1
N 3.254 -0.401 0.192 -0.26
N 0.807 0.376 -0.240 0.17
C -2.052 -0.258 0.307 -0.14
C -1.500 1.101 0.193 -0.27
C -0.240 1.308 -0.139 -0.17
C -1.693 -1.288 -0.397 -0.75
B 2.081 0.218 -0.176 -0.51
H 3.865 -1.011 -0.427 0.25
H 0.123 2.288 -0.405 0.34
H 3.429 -0.332 1.185 0.23
H -2.127 2.052 0.154 0.24
H -2.201 -2.223 -0.124 0.21
H -2.853 -0.488 0.949 0.33
H -0.893 -1.342 -1.070 0.32
```

=====

A cluster of 2 separate species, C4H7BO2 in total, computed with ωB97M-V/def2-TZVPD.

Frontier orbital gap (alpha / beta) (eV): 6.5 / 6.5
Multiplicity: 1
Molar mass (g mol⁻¹): 97.9
Energy above the lowest of the compared OMol25 structures with the same formula, charge and spin (kcal/mol): 169.3

Structure (XYZ):
```
14
Properties=species:S:1:pos:R:3:mulliken_charge:R:1
O -1.273 -2.648 -0.539 -0.47
O 2.664 1.838 1.586 -0.31
C 0.019 -1.145 0.798 -0.45
C -0.320 -1.918 -0.449 -0.03
C 2.307 2.021 0.486 -0.01
C -1.444 0.805 -0.572 -0.86
B -0.186 0.296 0.196 -0.03
H -2.035 -0.141 -0.854 0.29
H -0.585 -1.425 1.567 0.37
H 2.956 2.353 -0.422 0.18
H 1.019 -1.163 1.045 0.30
H -2.078 1.284 0.029 0.38
H -1.270 1.460 -1.492 0.25
H 0.226 -1.618 -1.378 0.36
```

=====

A cluster of 2 separate species, C4H7BO3 in total, computed with ωB97M-V/def2-TZVPD.

Frontier orbital gap (alpha / beta) (eV): 7.4 / 7.4
Multiplicity: 1
Molar mass (g mol⁻¹): 113.9
Energy above the lowest of the compared OMol25 structures with the same formula, charge and spin (kcal/mol): 104.8

Structure (XYZ):
```
15
Properties=species:S:1:pos:R:3:mulliken_charge:R:1
O 0.046 -0.386 -1.002 -0.35
O -3.533 1.348 -0.414 -0.37
O -3.572 0.080 1.599 -0.41
C 1.413 -0.909 -1.034 -0.48
C -0.237 -0.026 0.294 -0.28
C 0.693 -0.108 1.196 -0.37
C 1.977 -0.478 0.391 -0.46
B -2.966 0.644 0.537 0.45
H 2.577 -1.304 0.817 0.35
H -4.381 1.049 -0.805 0.33
H 1.441 -1.967 -1.093 0.32
H 0.648 -0.212 2.215 0.44
H 2.048 -0.341 -1.638 0.30
H -4.579 0.041 1.731 0.32
H 2.475 0.482 0.267 0.21
```

=====

An isolated molecule of C4H7Br, computed with ωB97M-V/def2-TZVPD.

Structure (SMILES): CC1(Br)CC1
Frontier orbital gap (eV): 10.6
Multiplicity: 1
Molar mass (g mol⁻¹): 135.0
Energy above the lowest of the compared OMol25 structures with the same formula, charge and spin (kcal/mol): 25.7

Structure (XYZ):
```
12
Properties=species:S:1:pos:R:3:mulliken_charge:R:1
Br -0.134 1.365 -2.011 -0.18
C 0.925 -0.690 -0.252 -0.60
C -0.348 1.041 0.968 -1.00
C -0.033 0.359 -0.338 0.66
C -0.488 -1.083 -0.554 -0.66
H -0.615 -1.371 -1.571 0.28
H 1.242 -0.913 0.764 0.19
H 0.082 0.382 1.848 0.27
H 0.253 2.113 0.942 0.28
H -1.442 1.259 1.127 0.28
H -1.173 -1.630 0.074 0.24
H 1.731 -0.832 -0.996 0.24
```